A 2-piece molecular cluster, C2H3N3O overall, computed with ωB97M-V with the def2-TZVPD basis set.

XYZ file:
```
9
Properties=species:S:1:pos:R:3:forces:R:3
C 1.438 0.825 -0.060 -2.88 1.13 0.13
C 1.406 -0.553 -0.080 2.20 -2.22 -0.22
N 0.109 1.200 -0.073 -0.15 0.89 0.13
N 0.142 -0.942 -0.166 -0.97 -1.80 0.44
N -0.553 0.133 -0.222 0.40 -0.03 -0.08
O -3.187 -0.172 0.001 0.15 -0.56 0.65
H 2.090 1.647 0.013 1.20 0.21 0.06
H 2.252 -1.317 -0.018 -1.48 1.35 -0.18
H -3.696 -0.822 0.607 1.53 1.02 -0.93
```
Forces are in eV/Å.

The value obtained for the gap between HOMO and LUMO (spin up / spin down) is 0.210 / 0.183 Ha. For the energy above the lowest of the compared OMol25 structures with the same formula, charge and spin, the calculation gives 813.76 kJ/mol. As for the total charge: 0.

A 2-piece molecular cluster, C5H15NO2 overall, computed with ωB97M-V with the def2-TZVPD basis set.

XYZ file:
```
23
Properties=species:S:1:pos:R:3:forces:R:3
C -0.036 1.828 -0.096 -1.42 -4.04 0.87
C 1.160 1.158 -0.686 2.60 0.99 0.02
N 0.911 -0.215 -0.961 -0.59 -3.06 2.67
C 2.118 -1.040 -1.025 2.16 0.30 3.74
C -0.029 -0.936 0.017 0.29 -1.77 -1.52
C -1.392 -1.207 -0.740 1.15 3.80 1.33
O -2.384 -0.318 -0.198 1.11 1.29 -5.21
H -0.108 1.706 1.036 0.14 -0.31 -1.61
H -0.891 1.288 -0.578 0.18 1.22 0.76
H -0.060 2.815 -0.225 -0.17 4.06 -1.02
H 1.956 1.320 0.092 0.09 -0.38 -0.65
H 1.612 1.516 -1.682 -0.95 0.39 1.48
H 3.096 -0.542 -0.762 -1.04 0.33 -0.48
H 2.286 -1.985 -0.360 -1.24 1.62 -0.66
H 2.199 -1.406 -1.945 0.64 -1.48 -4.06
H 0.440 -1.932 0.241 -0.47 0.80 -0.51
H -0.121 -0.537 1.034 -0.38 0.59 -0.57
H -1.715 -2.181 -0.765 -0.71 -2.55 0.40
H -1.283 -0.879 -1.774 0.23 -0.05 0.13
H -2.697 -0.572 0.588 -1.51 -1.77 4.59
H -1.242 1.307 3.265 -0.63 -1.78 -1.33
H -2.354 0.280 2.872 -0.71 -0.05 0.34
O -1.466 0.530 2.653 1.25 1.84 1.30
```
Forces are in eV/Å.

The value obtained for the gap between HOMO and LUMO is 0.319 Ha. For the energy above the lowest of the compared OMol25 structures with the same formula, charge and spin, the calculation gives 349.69 kJ/mol. As for the total charge: 0. As for the SMILES: CCN(C)CCO.O.

One molecule with the formula C5H7NO2, computed with ωB97M-V with the def2-TZVPD basis set.

XYZ file:
```
15
Properties=species:S:1:pos:R:3:forces:R:3
C 1.207 -0.793 0.905 0.30 -2.03 -2.19
C -1.117 -0.633 0.041 -2.26 1.18 -1.70
C -0.738 -0.977 -1.425 1.12 -1.77 -0.05
C -0.668 0.815 0.295 0.86 -0.36 1.28
C 0.297 1.803 -0.209 0.54 0.69 -2.14
H 1.466 -0.693 -0.226 0.31 -0.88 2.02
H 1.149 -1.918 1.299 0.75 2.48 -1.04
H 1.977 -0.173 1.413 -1.07 -0.35 0.23
H -2.223 -0.805 0.415 2.23 -0.03 -1.01
H -1.152 -0.175 -2.167 0.71 -1.61 0.62
H -1.107 1.410 1.021 -2.28 0.55 1.17
H -0.217 2.858 0.215 2.26 -1.65 -1.36
N -0.173 -0.363 1.000 1.02 -0.33 2.23
O -0.006 -1.943 -1.687 -2.28 2.88 0.15
O 1.304 1.587 -0.890 -2.21 1.23 1.79
```
Forces are in eV/Å.

The value obtained for the gap between HOMO and LUMO is 0.342 Ha. For the energy above the lowest of the compared OMol25 structures with the same formula, charge and spin, the calculation gives 440.58 kJ/mol. As for the total charge: 0. As for the SMILES: CN1[C@H](C=O)[C@@H]1C=O.

C33H51BN8PbS3Se as an isolated structure, computed with ωB97M-V with the def2-TZVPD basis set.

XYZ file:
```
98
Properties=species:S:1:pos:R:3:forces:R:3
Pb -2.354 -0.374 -0.596 -0.35 0.63 -0.11
C -2.115 0.161 5.868 0.06 0.01 -0.01
C -2.230 -1.132 5.051 -0.20 -0.06 0.19
C -2.291 -2.358 5.968 0.02 0.03 -0.06
C -3.529 -1.058 4.256 0.20 0.02 -0.21
N -0.977 -1.241 4.242 0.20 0.01 -0.20
C 0.229 -1.145 4.916 0.09 0.05 0.09
C 1.211 -1.185 4.005 0.10 0.15 0.05
N 0.639 -1.313 2.764 -0.07 0.02 0.05
B 1.535 -1.265 1.502 -0.16 0.10 -0.01
N 1.085 -2.451 0.564 -0.12 -0.13 -0.23
C 1.264 -3.695 1.124 0.02 -0.01 -0.01
C 0.649 -4.603 0.351 0.18 -0.14 0.11
N 0.096 -3.934 -0.724 0.06 0.20 0.19
C 0.353 -2.600 -0.560 0.26 0.06 -0.01
S -0.051 -1.321 -1.651 0.17 -0.12 -0.12
C -0.763 -4.622 -1.730 -0.22 -0.08 -0.22
C -0.683 -6.130 -1.494 -0.01 0.03 0.05
C -2.214 -4.173 -1.542 0.07 0.14 -0.02
C -0.286 -4.348 -3.156 0.14 0.01 0.15
N 1.654 0.132 0.846 0.00 0.42 0.07
C 2.516 0.252 -0.231 0.00 -0.16 0.04
C 2.871 1.533 -0.364 0.08 -0.04 -0.21
N 2.236 2.259 0.633 -0.01 -0.36 0.17
C 1.475 1.387 1.390 0.00 -0.09 -0.46
S 0.448 1.830 2.649 0.02 -0.08 0.37
C 2.542 3.689 0.903 -0.04 0.24 0.06
C 3.565 4.169 -0.125 -0.02 0.01 -0.03
C 3.166 3.849 2.295 -0.10 -0.12 -0.08
C 1.281 4.544 0.760 -0.01 -0.11 0.06
C -0.702 -1.376 2.911 -0.08 -0.07 0.21
S -1.803 -1.839 1.668 -0.15 0.12 0.28
H -3.061 0.363 6.370 0.00 -0.04 0.01
H -1.884 0.996 5.205 -0.02 0.01 0.02
H -1.338 0.099 6.629 -0.04 0.05 0.00
H -3.187 -2.306 6.587 0.01 0.00 0.01
H -1.422 -2.415 6.624 -0.02 -0.02 0.00
H -2.335 -3.269 5.369 -0.01 -0.01 0.02
H -4.346 -0.933 4.968 0.08 0.02 0.03
H -3.705 -1.961 3.684 -0.03 -0.07 -0.11
H -3.529 -0.208 3.576 -0.01 0.00 -0.07
H 0.291 -1.036 5.982 -0.01 0.00 -0.05
H 2.274 -1.088 4.123 0.00 -0.02 0.00
H 2.641 -1.576 1.875 0.03 -0.06 0.05
H 1.813 -3.824 2.040 -0.01 0.01 -0.02
H 0.595 -5.667 0.477 -0.02 0.06 -0.02
H -1.135 -6.413 -0.543 0.02 -0.04 -0.02
H 0.346 -6.491 -1.533 -0.03 -0.03 -0.02
H -1.242 -6.624 -2.288 -0.02 0.01 -0.01
H -2.491 -4.208 -0.487 -0.01 -0.03 0.00
H -2.879 -4.831 -2.103 0.02 -0.01 -0.02
H -2.357 -3.156 -1.903 0.00 0.02 0.02
H 0.740 -4.703 -3.290 -0.02 0.01 -0.01
H -0.327 -3.289 -3.373 0.00 0.11 -0.05
H -0.932 -4.878 -3.858 0.00 -0.01 0.04
H 2.805 -0.598 -0.822 -0.01 -0.04 -0.01
H 3.502 1.981 -1.103 0.00 -0.03 -0.04
H 4.473 3.564 -0.100 0.02 0.09 -0.01
H 3.837 5.195 0.115 -0.03 0.02 0.01
H 3.148 4.159 -1.134 0.07 -0.02 -0.01
H 4.077 3.252 2.375 -0.01 0.02 -0.02
H 2.469 3.533 3.064 -0.04 -0.05 0.07
H 3.417 4.898 2.460 0.02 -0.01 -0.04
H 0.859 4.430 -0.241 -0.02 0.00 0.00
H 1.528 5.596 0.918 0.04 -0.02 -0.02
H 0.536 4.243 1.490 -0.07 0.00 0.00
C -4.236 2.421 -0.925 0.07 0.05 0.12
C -3.099 2.705 0.062 0.01 -0.05 -0.18
C -2.791 4.204 0.061 -0.03 -0.09 0.13
C -1.834 1.890 -0.241 -0.02 -0.15 -0.01
H -5.057 3.129 -0.787 -0.04 -0.05 0.00
H -4.643 1.415 -0.794 -0.04 0.00 -0.06
H -3.879 2.507 -1.954 -0.01 0.01 -0.01
H -3.443 2.439 1.069 -0.01 0.00 0.01
H -2.444 4.517 -0.928 0.01 0.00 0.00
H -2.015 4.439 0.791 0.06 0.02 -0.02
H -3.681 4.788 0.308 0.02 0.03 -0.01
H -1.109 2.056 0.556 0.05 -0.20 -0.01
H -1.385 2.263 -1.172 -0.04 -0.14 -0.06
C 0.032 -1.204 -5.377 0.03 -0.14 -0.07
N 0.325 0.077 -4.784 0.02 0.13 0.09
C -0.573 0.898 -4.186 0.04 0.08 -0.08
Se -2.355 0.626 -3.947 -0.30 -0.12 0.09
N 0.097 2.024 -3.836 0.15 -0.07 -0.01
C 1.427 1.936 -4.208 0.10 -0.10 -0.05
C 2.487 2.822 -4.123 -0.05 0.02 0.09
C 3.715 2.389 -4.603 0.01 0.04 0.03
C 3.870 1.120 -5.160 0.05 -0.03 -0.03
C 2.799 0.246 -5.280 -0.06 -0.04 -0.02
C 1.574 0.680 -4.801 0.10 0.15 0.06
H -1.006 -1.451 -5.170 0.00 0.02 0.04
H 0.682 -1.967 -4.950 0.00 0.02 0.03
H 0.186 -1.157 -6.457 -0.01 0.00 0.01
H -0.335 2.762 -3.309 -0.09 0.01 -0.02
H 2.361 3.814 -3.710 0.01 -0.03 0.05
H 4.569 3.050 -4.547 -0.01 0.00 0.00
H 4.845 0.815 -5.515 -0.01 0.00 -0.01
H 2.918 -0.729 -5.731 -0.01 0.00 0.01
```
Forces are in eV/Å.

The value obtained for the gap between HOMO and LUMO is 0.263 Ha. As for the total charge: 0.

One molecule with the formula C18H23N3O4S, computed with ωB97M-V with the def2-TZVPD basis set.

XYZ file:
```
49
Properties=species:S:1:pos:R:3:forces:R:3
C -6.436 -0.269 0.452 0.19 0.12 -0.18
H -6.300 -0.635 1.467 -0.01 -0.03 0.12
H -6.850 -1.076 -0.147 -0.07 -0.09 -0.03
H -7.151 0.549 0.471 -0.15 0.06 0.02
C -5.109 0.219 -0.131 -0.41 0.04 0.28
N -4.123 -0.841 -0.181 -0.02 0.00 -0.25
C -3.280 -1.172 0.814 -0.15 -0.06 0.25
O -2.626 -2.201 0.805 0.03 -0.48 0.09
C -3.192 -0.245 2.027 0.45 0.24 -0.03
H -2.455 -0.678 2.703 -0.18 -0.07 -0.11
H -4.152 -0.161 2.536 -0.02 0.06 0.03
S -2.680 1.481 1.711 -0.18 0.28 0.30
C -1.321 1.199 0.646 0.05 -0.50 -0.07
N -1.070 -0.025 0.348 0.15 0.08 0.17
C -0.052 -0.309 -0.500 -0.08 0.91 0.01
C 0.729 0.667 -1.061 -0.01 -0.48 -0.24
C 0.472 2.043 -0.730 -0.35 -0.28 0.17
O 1.061 3.022 -1.138 0.27 0.27 -0.13
N -0.616 2.233 0.160 -0.07 0.19 0.10
H -0.829 3.189 0.417 0.08 -0.12 -0.08
C 1.883 0.349 -1.972 -0.08 0.07 0.25
C 3.114 0.098 -1.139 0.01 -0.14 -0.21
C 3.877 1.165 -0.675 0.10 -0.07 0.04
C 4.983 0.945 0.117 0.14 -0.13 0.13
C 5.355 -0.353 0.468 -0.08 0.09 -0.04
C 4.593 -1.421 0.015 0.31 -0.11 0.24
C 3.481 -1.188 -0.779 -0.04 0.20 -0.09
H 2.890 -2.026 -1.120 -0.06 -0.09 -0.05
H 4.849 -2.438 0.270 0.06 -0.07 0.04
O 6.470 -0.461 1.251 -0.15 0.27 -0.12
C 6.899 -1.744 1.630 0.05 -0.18 0.05
H 6.143 -2.263 2.229 0.02 0.01 -0.04
H 7.792 -1.591 2.235 -0.06 -0.07 -0.03
H 7.154 -2.358 0.760 -0.02 0.01 0.04
H 5.582 1.766 0.479 0.08 0.10 0.04
H 3.591 2.173 -0.936 -0.03 0.13 -0.04
H 2.047 1.205 -2.628 -0.03 -0.11 -0.08
H 1.642 -0.536 -2.563 0.03 0.07 -0.08
O 0.095 -1.611 -0.757 0.19 -0.10 -0.11
H -0.591 -2.086 -0.253 -0.04 0.11 0.02
C -4.154 -1.694 -1.360 0.24 -0.18 -0.20
C -3.321 -1.105 -2.495 -0.16 -0.09 0.18
H -3.697 -0.128 -2.790 -0.01 0.10 -0.07
H -3.357 -1.764 -3.357 0.02 -0.04 -0.15
H -2.286 -0.997 -2.184 0.12 0.00 0.02
H -5.192 -1.818 -1.676 0.00 -0.02 0.06
H -3.753 -2.667 -1.073 -0.18 0.11 -0.05
H -4.737 1.058 0.455 -0.04 -0.08 -0.22
H -5.268 0.574 -1.153 0.09 0.07 0.07
```
Forces are in eV/Å.

The value obtained for the gap between HOMO and LUMO is 0.306 Ha. For the energy above the lowest of the compared OMol25 structures with the same formula, charge and spin, the calculation gives 122.26 kJ/mol. As for the total charge: 0. As for the SMILES: CCN(CC)C(=O)CSc1nc(O)c(Cc2ccc(OC)cc2)c(=O)[nH]1.

An isolated ion of composition C3H8Br2N and charge +1, computed with ωB97M-V with the def2-TZVPD basis set.

XYZ file:
```
14
Properties=species:S:1:pos:R:3:forces:R:3
C -1.215 -0.369 -0.833 0.68 1.97 -2.72
C -0.227 0.116 1.378 -0.19 -1.50 0.15
C 1.326 -0.067 -0.537 0.66 1.93 -1.92
N -0.081 0.305 -0.099 -1.06 1.15 -0.44
Br 2.572 1.407 -0.021 -0.61 -0.69 0.43
Br 1.703 -1.774 0.113 0.69 -0.59 -0.33
H -1.155 -1.372 -0.572 0.05 -2.05 -0.32
H -2.237 -0.007 -0.619 0.87 0.34 0.57
H -0.994 -0.035 -1.923 -0.61 -1.48 1.53
H -0.101 -0.976 1.805 -0.11 2.54 -1.31
H 0.356 0.874 1.794 1.69 0.54 1.16
H -1.180 0.490 1.567 -2.03 0.08 0.50
H 1.537 0.100 -1.652 -1.22 -1.08 1.52
H -0.304 1.308 -0.401 1.19 -1.18 1.19
```
Forces are in eV/Å.

The value obtained for the gap between HOMO and LUMO is 0.404 Ha. For the energy above the lowest of the compared OMol25 structures with the same formula, charge and spin, the calculation gives 176.69 kJ/mol. As for the total charge: +1. As for the SMILES: C[NH+](C)C(Br)Br.

One molecule with the formula C8Cl2N2O2, computed with ωB97M-V with the def2-TZVPD basis set.

XYZ file:
```
14
Properties=species:S:1:pos:R:3:forces:R:3
N -1.915 3.152 0.344 1.96 -3.05 -0.72
N -1.174 0.540 3.402 0.14 -0.20 -1.14
O -0.148 1.368 -2.386 0.03 -1.35 2.47
O 0.587 -2.030 1.670 -0.76 1.57 -0.38
Cl 1.407 -1.067 -3.101 -0.41 0.79 0.57
Cl 2.046 -2.849 -0.660 -0.86 0.68 0.35
C -1.290 2.174 0.130 -1.64 2.61 0.58
C -0.858 0.329 2.309 0.22 0.09 0.87
C 0.005 0.630 -1.401 0.00 1.66 -2.77
C 0.419 -1.191 0.787 0.47 -2.02 2.42
C 0.791 -0.611 -1.549 0.63 -2.46 0.93
C 0.990 -1.478 -0.488 1.06 1.19 -3.57
C -0.537 0.960 -0.055 0.16 -1.30 1.81
C -0.324 0.074 0.998 -1.00 1.79 -1.42
```
Forces are in eV/Å.

The value obtained for the gap between HOMO and LUMO is 0.268 Ha. For the energy above the lowest of the compared OMol25 structures with the same formula, charge and spin, the calculation gives 0.00 kJ/mol. As for the total charge: 0. As for the SMILES: N#CC1=C(C#N)C(=O)C(Cl)=C(Cl)C1=O.

One molecule with the formula C2H4N2OS, computed with ωB97M-V with the def2-TZVPD basis set.

XYZ file:
```
10
Properties=species:S:1:pos:R:3:forces:R:3
C -1.065 -0.004 0.019 -0.95 -2.66 0.10
C 0.917 1.146 0.212 -0.72 0.17 0.50
H -2.756 0.532 -0.303 -0.44 -0.84 0.21
H -0.498 -1.986 0.074 0.82 2.16 0.49
H 0.937 1.319 1.310 0.31 0.06 -0.71
H 1.471 1.897 -0.379 -0.36 -0.44 0.44
N -2.289 -0.368 -0.075 0.39 2.62 -0.52
N -0.153 -1.009 0.341 0.10 -1.38 -0.15
O -0.497 1.192 -0.148 0.62 0.46 -0.11
S 1.425 -0.532 -0.173 0.24 -0.14 -0.24
```
Forces are in eV/Å.

The value obtained for the gap between HOMO and LUMO is 0.333 Ha. For the energy above the lowest of the compared OMol25 structures with the same formula, charge and spin, the calculation gives 193.53 kJ/mol. As for the total charge: 0. As for the SMILES: [H]/N=C1/NSCO1.

Molecular weight values, unit g/mol, following the record order: 85.066; 121.180; 113.116; 953.000; 377.466; 217.912; 227.006; 104.134.
Calculated total energy values, unit eV, following the record order: -8632.06046; -11010.32197; -10879.05109; -150751.04548; -42535.92176; -144807.30171; -40413.17645; -18000.65353.